Record 1
55
Properties=species:S:1:pos:R:3:lowdin_charge:R:1 method="wB97M-V/def2-TZVPD" multiplicity=1 total_charge=+2 orbital_gap_ev=7.3748
Zn 0.036 0.080 0.184 0.9064
F -1.963 3.348 5.999 0.1740
F -0.337 4.714 5.566 0.1838
F -2.177 4.826 4.422 0.1711
O -7.384 3.918 -0.240 0.1630
O -6.303 4.104 1.673 0.1487
N 2.925 1.184 -0.031 0.1551
N -1.884 0.415 -0.998 0.0720
N 1.844 -0.589 1.022 -0.0220
N 0.002 1.340 1.952 -0.0343
N 0.350 -1.050 -1.548 0.0242
C -5.186 2.151 -1.199 0.0104
C -1.319 3.992 5.028 -0.5954
C -0.644 -1.021 -2.447 -0.2397
C 1.864 -1.614 1.906 -0.1270
C 1.584 -2.504 -2.973 0.0060
C -4.105 1.369 -1.566 0.0040
C -5.232 2.778 0.042 -0.0881
C 4.089 -0.068 1.662 0.0156
C 1.437 -1.777 -1.802 -0.0822
C -3.030 1.194 -0.691 -0.2387
C -0.550 0.850 3.071 -0.1014
C 0.564 -2.472 -3.910 0.0122
C 4.084 -1.099 2.568 -0.0120
C -4.168 2.595 0.919 0.0225
C 2.946 -1.905 2.687 -0.0360
C -1.814 -0.220 -2.102 -0.0381
C -0.956 1.657 4.117 0.0529
C -3.093 1.817 0.554 -0.0020
C -0.133 3.536 2.872 0.0503
C -6.356 3.659 0.564 -0.4694
C 0.243 2.657 1.877 -0.0953
C 2.947 0.165 0.880 -0.3764
C -0.571 -1.719 -3.641 0.0365
C -0.776 3.025 3.992 -0.0592
H -1.416 1.228 4.995 0.1400
H 2.918 -2.736 3.377 0.1225
H 0.057 4.595 2.769 0.1459
H -0.687 -0.224 3.118 0.1209
H -4.221 3.082 1.883 0.1300
H 2.288 1.153 -0.806 0.0820
H 3.784 1.678 -0.208 0.1202
H 4.957 -1.291 3.178 0.1306
H 4.962 0.557 1.527 0.1287
H -2.619 -0.197 -2.831 0.1333
H -4.120 0.905 -2.543 0.1093
H -5.996 2.255 -1.911 0.1236
H -1.389 -1.675 -4.347 0.1361
H 0.738 3.013 0.982 0.1170
H -7.318 3.515 -1.111 0.1044
H 2.209 -1.776 -1.045 0.1107
H 0.649 -3.026 -4.835 0.1353
H 2.483 -3.080 -3.138 0.1300
H 0.957 -2.204 1.973 0.1191
H -2.283 1.662 1.236 0.0687

=====

Record 2
58
Properties=species:S:1:pos:R:3:lowdin_charge:R:1 method="wB97M-V/def2-TZVPD" multiplicity=1 total_charge=+2 orbital_gap_ev="5.0560 / 5.0568" relative_energy_kj_mol=149.5
Sb -3.640 0.066 -5.194 0.5206
Tc 0.502 -0.371 -0.988 1.1666
Se -2.540 -1.586 -2.981 0.2201
Se -0.824 1.116 -4.680 0.2601
Se -1.003 0.021 -2.765 0.0107
Se -4.962 1.521 -4.010 0.0021
F 1.507 2.011 -2.479 0.0032
F 2.354 0.233 -3.331 0.0289
F 3.113 0.966 -1.456 0.0477
N 0.682 1.544 -0.015 -0.0767
N 2.466 -2.266 0.062 0.1882
N 1.471 -1.981 -2.063 -0.0159
N 1.673 -1.357 0.320 -0.0958
N -0.763 -0.763 0.500 -0.0490
C -0.578 -0.509 3.015 0.0070
C -4.996 -0.847 0.716 -0.0509
C -4.224 -1.753 1.434 -0.0421
C -0.197 2.533 -0.250 -0.1088
C 0.559 5.060 2.474 -0.0124
C 2.469 -2.530 -1.332 -0.2719
C -0.263 3.668 0.523 0.0222
C 2.103 -1.312 2.790 0.0047
C -2.841 -1.697 1.377 -0.0312
C 1.563 -1.034 4.037 -0.0308
C -2.980 0.151 -0.142 -0.1288
C 1.554 2.839 1.796 0.0236
C 1.571 1.728 0.982 -0.0930
C 0.607 3.837 1.597 -0.2166
C 3.388 -3.405 -1.839 0.0492
C 0.240 -0.614 4.138 -0.0225
C 1.382 -2.334 -3.346 -0.1078
C 1.281 -1.170 1.696 -0.2200
C 2.276 -3.212 -3.939 0.0067
C 3.300 -3.743 -3.187 0.0150
C -2.207 -0.737 0.588 -0.3031
C -4.368 0.101 -0.072 -0.0731
C -0.062 -0.822 1.770 -0.2276
C 1.949 0.764 -2.148 -0.6524
H -6.077 -0.883 0.773 0.1195
H 0.584 -1.908 -3.923 0.0694
H 4.147 -3.809 -1.179 0.1397
H -2.516 0.915 -0.742 0.0472
H 0.670 4.791 3.524 0.0950
H 2.296 2.924 2.583 0.1368
H -2.248 -2.428 1.915 0.1273
H 2.172 -1.143 4.926 0.1241
H -0.369 5.614 2.345 0.0885
H -0.168 -0.367 5.110 0.1237
H 2.161 -3.458 -4.986 0.1327
H -4.699 -2.513 2.046 0.1210
H -4.954 0.814 -0.639 0.0983
H 4.016 -4.423 -3.630 0.1356
H 2.336 0.977 1.100 0.1114
H 3.139 -1.608 2.663 0.1307
H -1.606 -0.190 3.119 0.1279
H 1.387 5.729 2.225 0.1054
H -0.837 2.420 -1.106 0.0860
H -0.996 4.430 0.276 0.1338

=====

Record 3
57
Properties=species:S:1:pos:R:3:lowdin_charge:R:1 method="wB97M-V/def2-TZVPD" multiplicity=1 total_charge=0 orbital_gap_ev=6.9580 relative_energy_kj_mol=0.0
Rh 0.048 -1.285 0.251 1.0960
F 4.931 -1.371 -2.105 0.1478
F 2.686 -4.562 -0.600 0.1447
F 2.469 -3.824 -2.618 0.1406
F 3.468 0.038 -1.365 0.1452
F 2.997 -1.210 -3.062 0.1593
F 4.436 -4.015 -1.751 0.1477
O 1.708 -1.975 -0.736 -0.2536
N -0.724 -3.119 -0.312 -0.1002
N -1.712 -0.353 0.118 -0.0760
N 0.889 0.459 0.889 -0.0570
N -2.845 8.542 -0.236 0.1587
N -1.646 -3.804 0.383 -0.0025
C -1.337 3.418 0.216 -0.1963
C 3.615 -1.197 -1.875 -0.5611
C 1.354 2.674 1.190 -0.0055
C 3.034 -2.238 -0.888 -0.4617
C -1.622 4.164 1.355 -0.0081
C -2.029 -4.915 -0.270 -0.0779
C -0.524 -3.800 -1.431 -0.0981
C -3.253 1.287 -0.239 -0.0195
C -2.013 5.486 1.243 -0.0122
C -2.521 7.444 -0.139 -0.1822
C -1.827 5.329 -1.161 -0.0107
C 3.868 -2.203 0.396 0.0135
C -0.919 1.991 0.334 -0.0414
C -1.443 4.006 -1.040 -0.0019
C -1.331 -4.945 -1.453 -0.0359
C 0.385 1.741 0.716 -0.2313
C -0.446 -1.698 2.136 -0.1907
C 2.396 1.941 1.692 -0.0493
C -3.871 0.070 -0.422 -0.0685
C 3.166 -3.664 -1.481 -0.5602
C -2.116 6.070 -0.017 -0.2291
C -1.904 1.024 0.096 -0.2317
C 2.059 0.580 1.487 -0.1288
C -2.887 -0.904 -0.198 -0.1404
H -1.524 -1.715 2.333 0.0094
H -1.913 -3.475 1.296 0.1285
H -1.220 3.421 -1.923 0.1313
H -1.382 -5.696 -2.220 0.1018
H -3.691 2.267 -0.330 0.1131
H -3.004 -1.971 -0.281 0.0911
H -0.018 -0.947 2.798 0.0132
H -4.897 -0.116 -0.692 0.0956
H -2.240 6.069 2.124 0.1221
H -2.746 -5.594 0.157 0.1212
H 3.315 -2.730 1.173 0.0984
H 4.839 -2.677 0.263 0.0971
H 3.299 2.305 2.152 0.0988
H 2.635 -0.289 1.753 0.0961
H 1.247 3.747 1.183 0.1135
H -0.012 -2.676 2.364 0.0180
H 4.029 -1.172 0.696 0.0689
H -1.907 5.793 -2.134 0.1225
H 0.191 -3.427 -2.142 0.1073
H -1.539 3.701 2.329 0.1304

=====

Record 4
71
Properties=species:S:1:pos:R:3:lowdin_charge:R:1 method="wB97M-V/def2-TZVPD" multiplicity=1 total_charge=-1 orbital_gap_ev=7.3288 relative_energy_kj_mol=0.0
Y -0.179 0.194 0.581 1.5219
S 2.124 1.000 -2.082 0.6110
S 0.745 3.309 -1.224 0.6177
S 1.041 -3.404 -1.316 0.5871
S -1.290 -3.875 3.092 0.9748
F 0.529 0.847 -4.165 0.1446
F 2.577 1.364 -4.639 0.1349
F -1.199 4.841 -2.023 0.1359
F 2.070 -0.671 -4.076 0.1430
F 0.496 4.799 -3.378 0.1372
F -0.865 3.116 -3.291 0.1464
O -0.217 2.492 -0.517 -0.3337
O 3.500 0.699 -1.877 -0.2409
O -0.236 1.241 2.640 -0.1255
O 3.775 1.815 2.327 0.1325
O -1.776 -0.097 -1.049 -0.1701
O 2.026 1.524 1.002 -0.0221
O -3.916 -0.041 -1.722 0.0484
O 1.298 4.432 -0.530 -0.2624
O -1.045 2.887 3.932 0.0291
O 1.137 0.184 -1.399 -0.3915
N -0.347 -4.057 -3.573 -0.1432
N 2.964 4.007 3.432 0.0179
N 1.843 2.540 -2.026 -0.2709
N -1.212 -2.412 -2.488 0.0867
N 1.502 -1.439 1.570 0.0404
N -2.285 1.290 1.075 0.0822
C -0.264 4.056 -2.570 -0.6743
C -3.002 0.274 -0.975 -0.5815
C -2.790 -3.320 2.487 -0.4476
C 3.713 -2.231 2.016 -0.0589
C -4.447 1.928 0.362 0.0136
C 3.192 -3.272 2.772 -0.0689
C 2.009 3.416 2.490 -0.1243
C -0.185 -3.288 -2.459 -0.8096
C -1.123 2.082 3.008 -0.5964
C -3.276 1.205 0.199 -0.1651
C 0.988 -2.474 2.263 -0.3064
C -1.999 -2.604 -3.598 -0.0717
C -1.461 -3.634 -4.284 -0.0730
C -3.495 2.854 2.368 0.0136
C -1.296 -1.746 1.568 -0.2263
C 2.826 -1.342 1.440 -0.1246
C 2.583 2.164 1.870 -0.4739
C -0.467 -2.576 2.272 -0.5470
C 1.824 -3.395 2.897 -0.0383
C -2.647 -2.195 1.729 -0.2207
C -4.547 2.766 1.465 -0.0416
C 0.558 -5.109 -3.963 -0.0597
C 1.799 0.614 -3.853 -0.6741
C -2.371 2.078 2.137 -0.1547
H -3.699 -3.846 2.734 0.0502
H -3.518 3.502 3.231 0.1156
H -2.865 -1.992 -3.776 0.1130
H -1.365 -1.668 -1.806 0.0912
H -5.442 3.357 1.617 0.1038
H 1.738 4.084 1.672 0.1123
H 3.848 -3.988 3.251 0.1027
H 2.542 4.120 4.343 0.0881
H 3.285 4.912 3.120 0.0844
H -5.236 1.826 -0.369 0.1163
H 1.388 -4.714 -4.552 0.0903
H 3.184 -0.512 0.845 0.0963
H 1.389 -4.207 3.464 0.0860
H 4.776 -2.104 1.871 0.1005
H -3.500 -1.712 1.266 0.0866
H 1.090 3.121 2.993 0.1021
H 3.993 2.515 2.989 0.0970
H -1.764 -4.110 -5.199 0.1060
H 0.963 -5.567 -3.063 0.0542
H 0.013 -5.849 -4.548 0.0835

=====

Record 5
72
Properties=species:S:1:pos:R:3:lowdin_charge:R:1 method="wB97M-V/def2-TZVPD" multiplicity=1 total_charge=-2 orbital_gap_ev="5.4533 / 5.5361" relative_energy_kj_mol=156.8
W 0.578 1.341 0.198 1.7086
S -0.423 0.847 -3.309 0.2916
S -0.085 -1.133 -0.580 0.4983
P -0.144 -0.944 -2.604 -0.0436
F -2.446 -2.083 1.362 0.1349
F -2.003 -1.177 5.297 0.1221
F -3.661 0.534 3.896 0.1212
F 0.033 -1.029 4.600 0.1470
F -1.118 0.761 4.956 0.1542
F -3.394 -2.151 3.289 0.1236
F -3.554 0.334 1.749 0.1593
F -2.344 1.807 2.759 0.1656
F -1.366 -2.860 3.053 0.1431
O -1.121 7.053 -1.627 0.0464
O 2.081 0.593 -1.184 -0.2450
O -1.423 1.333 -0.171 -0.2746
O 1.205 2.205 4.171 0.0791
O -1.232 -2.019 -3.137 -0.3205
O 1.164 -1.544 -3.300 -0.3070
O -0.616 -0.167 2.174 -0.1730
O 4.880 -1.498 3.622 0.0554
O 0.562 2.318 2.028 -0.1383
O -3.270 2.346 -0.970 0.0839
O 3.224 4.631 0.065 0.0475
O 2.329 2.575 0.220 -0.1184
O 3.719 -0.930 -1.449 0.0546
N 2.089 0.346 1.357 0.0018
N 0.065 3.250 -0.505 0.0132
C 0.597 5.547 -0.850 0.0664
C 1.185 1.778 3.036 -0.5497
C -1.635 4.771 -1.232 0.0838
C -1.628 -0.472 2.955 -0.3684
C -1.210 3.522 -0.850 -0.1531
C 1.678 -2.883 -3.333 -0.4490
C 3.006 -0.392 0.748 -0.1429
C 1.152 -3.573 -4.584 -0.0588
C -2.095 2.331 -0.679 -0.5808
C 3.940 -0.846 2.875 -0.2698
C 2.937 -0.277 -0.774 -0.6062
C -3.211 -1.027 -1.985 -0.0854
C -2.560 -3.460 -1.716 -0.0680
C 1.440 -3.712 -2.084 -0.0753
C -2.566 -2.244 -2.626 -0.4566
C -1.184 -0.483 4.467 -0.5309
C 3.967 -1.039 1.499 0.0864
C 2.300 3.838 -0.024 -0.5549
C -2.808 0.561 2.837 -0.5344
C 0.939 4.261 -0.482 -0.1449
C -0.706 5.807 -1.243 -0.2881
C -2.220 -1.896 2.657 -0.5382
C 3.028 0.020 3.470 0.0766
C 2.102 0.626 2.650 -0.1449
H 0.377 -3.881 -1.910 0.0562
H 2.756 -2.731 -3.431 0.1330
H 4.724 -1.642 1.021 0.1293
H 1.374 6.300 -0.804 0.1262
H -3.579 -3.677 -1.386 0.0783
H -3.126 -2.494 -3.534 0.1303
H 0.079 -3.749 -4.495 0.0692
H 1.859 -3.226 -1.207 0.0534
H 3.034 0.256 4.526 0.1310
H 1.924 -4.683 -2.220 0.0780
H -2.672 4.914 -1.500 0.1326
H -0.371 7.654 -1.568 0.0981
H -4.253 -1.272 -1.763 0.0838
H 4.736 -1.274 4.548 0.1011
H -2.723 -0.748 -1.051 0.0334
H -3.183 -0.165 -2.650 0.0601
H 1.661 -4.529 -4.730 0.0708
H -1.952 -3.272 -0.834 0.0416
H 1.328 -2.943 -5.457 0.0789
H -2.170 -4.333 -2.244 0.0708

=====

Record 6
50
Properties=species:S:1:pos:R:3:lowdin_charge:R:1 method="wB97M-V/def2-TZVPD" multiplicity=1 smiles="COc1ccc(N2C(=O)C(=O)/C(=C(/O)c3ccc(C)cc3)[C@H]2c2cccnc2)cc1" total_charge=0 orbital_gap_ev=7.6244 relative_energy_kj_mol=93.4
O 1.994 2.346 0.877 0.1285
O 1.863 -1.521 -1.189 0.1085
O -6.736 0.991 0.045 -0.0832
O -0.794 3.134 1.147 0.1082
N -1.034 -2.449 2.156 0.0727
N -1.170 1.159 0.012 0.0586
C -3.245 0.280 -0.896 -0.0058
C -0.390 0.069 -0.553 -0.1813
C 4.019 1.274 -0.753 -0.0098
C -5.377 0.981 -0.029 -0.2777
C -1.260 -3.572 0.067 -0.0530
C -0.765 -1.333 1.505 -0.0735
C 4.349 -0.900 0.215 -0.0185
C 1.043 0.467 -0.294 -0.0348
C 1.055 1.718 0.442 -0.2526
C -0.977 -2.398 -0.611 -0.0336
C -7.463 0.173 -0.837 -0.0925
C -1.278 -3.541 1.453 -0.1513
C 5.350 1.562 -0.533 -0.0191
C 7.628 0.984 0.337 -0.0471
C -0.408 2.124 0.606 -0.3426
C 5.677 -0.595 0.444 -0.0344
C -4.628 0.213 -0.910 -0.0124
C -4.705 1.819 0.864 0.0125
C -0.724 -1.244 0.117 -0.1705
C -3.331 1.883 0.879 0.0127
C 6.196 0.639 0.075 -0.2681
C 2.099 -0.318 -0.615 -0.1814
C 3.501 0.039 -0.372 -0.1579
C -2.574 1.112 -0.006 -0.1759
H 3.380 1.997 -1.231 0.1238
H 8.071 1.475 -0.527 0.0814
H -0.570 -0.465 2.122 0.1298
H 6.316 -1.326 0.919 0.1123
H -2.836 2.540 1.573 0.1063
H -1.494 -4.430 2.032 0.1023
H -7.281 0.445 -1.882 0.0950
H 2.700 -1.979 -1.348 0.1235
H 5.743 2.522 -0.832 0.1187
H -8.512 0.343 -0.600 0.0926
H -7.227 -0.886 -0.691 0.0949
H 7.692 1.673 1.179 0.0884
H -0.942 -2.380 -1.691 0.1194
H -5.290 2.414 1.547 0.1211
H 3.958 -1.858 0.534 0.1219
H -1.461 -4.487 -0.468 0.1005
H -2.705 -0.330 -1.601 0.1030
H -0.563 -0.015 -1.634 0.1613
H 8.209 0.097 0.577 0.0757
H -5.103 -0.447 -1.619 0.1033

=====

Record 7
62
Properties=species:S:1:pos:R:3:lowdin_charge:R:1 method="wB97M-V/def2-TZVPD" multiplicity=1 total_charge=0 orbital_gap_ev=8.0040 relative_energy_kj_mol=2.8
Y 0.708 -1.717 -0.874 1.6463
S 0.476 1.411 3.916 0.6811
O 1.589 -3.469 -1.878 -0.1531
O -1.647 -2.548 -1.613 0.0822
O 1.133 -0.109 0.874 -0.1213
O -0.487 0.098 -1.543 -0.1453
O 1.665 -2.804 1.337 0.0826
O 0.030 0.070 4.285 -0.3222
O 2.500 -4.393 -3.723 0.0809
O 2.202 -0.189 -6.833 0.0855
O -3.820 -2.519 -1.065 0.1641
O -0.561 1.841 -2.970 0.0662
O 0.689 2.387 4.937 -0.2671
O 1.565 -1.976 3.390 0.1477
O 2.583 -0.320 -0.757 -0.0463
N -0.926 -2.416 0.928 0.1199
N 0.954 -1.316 -3.133 0.0388
N 1.874 1.142 3.110 -0.1120
C -0.225 0.717 -2.645 -0.5637
C 0.625 -0.118 -3.609 -0.1473
C -1.972 3.208 0.567 -0.2445
C -0.801 3.464 2.670 -0.0576
C -3.179 -2.390 1.688 0.0449
C -1.468 4.013 1.583 -0.0257
C -0.492 -2.376 2.180 -0.1646
C 1.685 -2.169 -3.838 -0.1535
C 1.975 -3.486 -3.116 -0.5751
C -0.657 2.087 2.750 -0.2955
C 1.037 0.292 -4.856 0.0896
C -1.862 1.823 0.697 -0.0179
C -2.228 -2.426 0.682 -0.1563
C -1.217 1.264 1.780 -0.0520
C 2.333 2.072 2.058 -0.1795
C -1.363 -2.342 3.258 0.0324
C 2.133 -1.854 -5.103 0.0796
C 1.803 -0.599 -5.609 -0.2713
C 2.218 0.232 0.313 -0.5987
C 1.015 -2.397 2.273 -0.4734
C -2.726 -2.345 2.999 0.0071
C -2.583 3.787 -0.676 -0.0336
C -2.525 -2.501 -0.784 -0.4385
C 3.075 1.288 0.980 -0.0566
H -0.361 4.094 3.431 0.1155
H -2.219 1.185 -0.101 0.1083
H -0.994 -2.301 4.272 0.1284
H 2.721 -2.576 -5.657 0.1324
H -4.231 -2.395 1.448 0.1287
H 2.989 2.823 2.495 0.1237
H -1.091 0.196 1.842 0.0850
H -2.057 3.404 -1.554 0.0704
H 2.731 -0.877 -7.251 0.1154
H -3.919 -2.555 -2.029 0.1522
H -3.432 -2.310 3.818 0.1252
H -1.555 5.090 1.503 0.1141
H -2.526 4.874 -0.681 0.0764
H -3.632 3.499 -0.765 0.0861
H 1.484 2.584 1.600 0.1144
H 1.804 0.212 2.716 0.0618
H 0.774 1.270 -5.234 0.1352
H 3.453 1.959 0.210 0.1328
H 3.949 0.777 1.396 0.1385
H 0.978 -1.369 3.913 0.0791

=====

Record 8
52
Properties=species:S:1:pos:R:3:lowdin_charge:R:1 method="wB97M-V/def2-TZVPD" multiplicity=1 smiles="O=C(Nc1nnc(SCC(=O)N2CCCc3ccccc32)s1)c1cccc2ccccc12" total_charge=0 orbital_gap_ev=8.3086 relative_energy_kj_mol=11.1
S 0.215 -0.812 -0.114 0.9332
S 0.649 1.786 1.391 1.1032
O 2.095 5.950 2.354 0.1141
O -1.072 0.568 -2.798 0.0658
N -1.787 -1.553 -3.032 0.0050
N 2.130 2.489 -0.585 0.0110
N 1.698 1.281 -0.901 -0.0557
N 2.047 4.163 1.008 0.1273
C 3.271 0.952 5.310 -0.0729
C 1.886 2.962 3.944 -0.1686
C 0.922 0.761 -0.017 -0.9341
C -0.169 4.203 3.594 -0.0249
C -2.040 -3.803 -3.886 -0.1512
C -1.726 -2.943 -2.828 -0.1642
C -1.653 -5.697 -2.435 -0.0843
C 1.791 4.790 2.211 -0.4433
C 1.710 2.922 0.556 -0.5690
C 3.247 2.709 3.668 -0.0210
C -2.395 -1.772 -5.351 -0.1554
C 3.921 1.724 4.335 -0.0636
C 1.231 2.191 4.940 -0.1709
C -0.893 -0.618 -2.608 -0.5008
C 1.140 3.959 3.262 -0.1763
C -1.396 -4.840 -1.377 -0.0746
C -1.988 -5.174 -3.669 -0.0398
C 0.368 -1.103 -1.914 -0.3318
C -0.124 2.451 5.234 -0.0206
C -2.483 -3.292 -5.231 -0.1403
C 1.958 1.183 5.608 -0.0281
C -0.806 3.440 4.582 -0.0613
C -1.444 -3.473 -1.570 -0.0326
C -2.776 -1.143 -4.015 -0.1226
H 3.755 3.309 2.927 0.1196
H 0.573 -2.159 -2.063 0.0762
H -2.220 -5.837 -4.490 0.1153
H -1.840 3.640 4.817 0.1073
H -3.521 -3.608 -5.378 0.1244
H 3.820 0.177 5.824 0.1042
H -3.054 -1.414 -6.141 0.1134
H -0.612 1.854 5.990 0.1149
H 1.203 -0.482 -2.238 0.0786
H 4.961 1.537 4.116 0.1067
H -1.375 -1.469 -5.596 0.1227
H 2.535 4.729 0.320 0.1679
H -2.764 -0.053 -4.065 0.1215
H -3.765 -1.483 -3.694 0.1390
H -1.170 -5.233 -0.398 0.1055
H 1.453 0.598 6.364 0.1130
H -1.612 -6.766 -2.292 0.1015
H -1.891 -3.768 -6.016 0.1198
H -0.716 4.979 3.078 0.1273
H -1.286 -2.810 -0.733 0.0699